a | ORCA calculation (the ωB97M-V functional and the def2-TZVPD basis) on a structure of composition C19H15AsCl6MoN3O2.

Summary:
- Multiplicity: 3
- Total charge: +1

Each line ends with the Mulliken spin population.
Element x y z (Å)
1 C 2.661 1.812 -0.582  -0.01
2 C -2.754 0.114 3.111  -0.02
3 Cl -4.394 -1.253 4.756  0.01
4 N 0.155 -2.654 -1.330  0.04
5 C 1.006 -3.275 -0.861  -0.01
6 H 2.706 0.524 2.005  0.00
7 H -2.678 -2.079 -2.241  0.00
8 As -1.305 0.000 -2.036  0.00
9 H 2.899 4.881 -1.922  0.00
10 C 2.663 4.101 -1.212  -0.01
11 N 3.032 -6.159 -0.805  0.03
12 C -1.664 0.202 2.250  0.01
13 C -0.844 -0.884 1.932  -0.12
14 C -1.222 -2.106 2.495  0.03
15 H 3.437 2.513 -2.449  0.00
16 C 2.078 2.080 0.650  0.01
17 Mo 0.843 -0.613 0.644  2.00
18 N 2.613 -3.191 0.861  -0.04
19 H 0.407 0.245 -3.797  0.00
20 Cl -1.334 1.754 1.527  0.00
21 H -2.273 -1.709 -0.547  0.00
22 Cl -0.341 -3.550 2.111  0.01
23 C -2.609 -1.289 -1.496  0.01
24 C 2.062 4.412 0.000  0.00
25 H -1.127 -0.360 -4.479  0.00
26 C -2.305 -2.240 3.364  -0.03
27 H -1.295 2.439 -2.444  0.00
28 C 2.643 -5.128 -0.489  -0.01
29 H -2.840 1.720 -2.979  0.00
30 H 1.313 3.661 1.865  0.00
31 O 2.077 -2.030 1.112  -0.01
32 C 2.109 -3.848 -0.135  0.06
33 H 1.210 1.355 2.477  0.04
34 C 1.773 3.412 0.917  0.01
35 O -0.147 0.201 -0.797  0.02
36 H -2.530 1.988 -1.239  0.00
37 H -0.045 -1.472 -3.588  0.00
38 C 1.784 0.986 1.629  -0.06
39 C -2.082 1.728 -2.197  0.00
40 C -0.417 -0.454 -3.657  0.00
41 Cl -2.703 -3.761 4.045  0.00
42 C 2.967 2.782 -1.514  0.00
43 H 1.825 5.440 0.238  0.00
44 C -3.071 -1.118 3.681  0.04
45 H -3.571 -0.795 -1.370  0.00
46 Cl 2.996 0.123 -0.971  0.00
47 Cl -3.708 1.493 3.469  0.00

---

b | ORCA calculation (the ωB97M-V functional and the def2-TZVPD basis) on a structure of composition C19H15AsCl6MoN3O2.

Summary:
- Multiplicity: 3
- Total charge: +1

Each line ends with the Mulliken spin population.
Element x y z (Å)
1 N -2.744 0.668 -1.403  0.03
2 H -0.877 2.096 4.803  0.00
3 Cl 0.142 -0.921 -1.923  -0.01
4 H 1.360 3.840 1.720  0.00
5 Cl -2.651 5.210 1.516  0.00
6 Cl 1.422 5.230 -2.023  0.00
7 H 2.707 3.720 2.881  0.00
8 O 0.284 0.718 2.367  0.06
9 C -3.363 -0.979 0.491  0.03
10 As 1.065 1.907 3.280  0.01
11 Cl -0.776 6.764 -0.426  0.00
12 C 2.151 -4.434 0.025  0.00
13 C 0.779 -3.559 -1.744  0.01
14 C 2.279 1.006 4.447  0.00
15 O -1.184 -1.178 1.055  -0.01
16 H 2.922 -3.011 1.431  0.00
17 C -0.611 5.072 -0.248  0.03
18 C -0.248 2.833 4.309  0.00
19 N -5.829 -1.611 0.911  0.02
20 H 2.384 -0.656 1.418  0.02
21 H 1.744 0.200 4.946  0.00
22 C -4.727 -1.345 0.736  0.00
23 H 2.615 -5.278 0.519  0.00
24 Mo 0.023 0.222 0.423  2.09
25 C 1.389 -4.636 -1.117  -0.01
26 H 2.546 -0.065 -0.259  -0.01
27 H 1.255 -5.631 -1.517  0.00
28 C -1.297 2.997 0.762  0.00
29 C 0.975 -2.306 -1.204  0.01
30 C 2.048 3.159 2.218  0.01
31 N -2.449 -1.510 1.235  -0.03
32 C 1.931 -0.656 0.427  -0.11
33 C -3.059 -0.060 -0.570  0.00
34 C 2.323 -3.160 0.541  0.00
35 H 0.249 3.460 5.048  0.00
36 C 0.373 4.389 -0.965  -0.01
37 H 0.160 -3.692 -2.621  0.00
38 C 0.493 3.014 -0.787  -0.04
39 C -1.453 4.373 0.621  -0.01
40 H 2.645 2.627 1.478  0.00
41 C -0.319 2.289 0.070  -0.08
42 Cl -2.357 2.136 1.831  0.00
43 H -0.856 3.446 3.646  0.00
44 H 2.664 1.709 5.184  0.00
45 H 3.103 0.597 3.865  0.00
46 C 1.747 -2.053 -0.079  0.00
47 Cl 1.750 2.157 -1.627  0.00

---

On energetic grounds, a is preferred over the next structure by 0.405 eV.

---

a | ORCA calculation (the ωB97M-V functional and the def2-TZVPD basis) on an isolated molecule of C2H2N2O3.

Summary:
- Multiplicity: 1
- Total charge: 0

Each line ends with the Mulliken charge.
Element x y z (Å)
1 H 1.824 1.186 0.037  0.36
2 O -0.209 0.988 0.084  -0.35
3 O 2.325 0.369 -0.053  -0.36
4 N 1.431 -0.730 -0.016  -0.33
5 C 0.271 -0.309 0.049  0.69
6 O -0.716 -1.148 0.033  -0.17
7 C -1.498 0.829 -0.038  -0.03
8 H -2.148 1.651 -0.116  0.42
9 N -1.933 -0.359 -0.054  -0.24

---

b | ORCA calculation (the ωB97M-V functional and the def2-TZVPD basis) on an isolated molecule of C2H2N2O3.

Summary:
- Multiplicity: 1
- Total charge: 0

Each line ends with the Mulliken charge.
Element x y z (Å)
1 H 1.311 1.674 -1.230  0.36
2 N -0.353 -0.480 0.480  0.25
3 O 0.963 -1.171 -1.286  -0.61
4 O -1.332 -1.355 0.423  -0.37
5 N -0.140 1.622 0.387  -0.30
6 O -0.699 0.769 1.174  -0.11
7 C 0.515 -0.226 -0.601  0.55
8 H -0.897 -1.975 1.167  0.42
9 C 0.632 1.142 -0.514  -0.19

---

c | ORCA calculation (the ωB97M-V functional and the def2-TZVPD basis) on an isolated molecule of C2H2N2O3.

Summary:
- Multiplicity: 1
- Total charge: 0

Each line ends with the Mulliken charge.
Element x y z (Å)
1 C 0.760 -0.483 0.736  0.60
2 N -1.279 0.164 0.157  -0.11
3 O -0.549 -0.393 1.114  -0.21
4 O 1.553 -0.780 1.590  -0.53
5 C -0.363 0.377 -0.864  0.53
6 H 0.232 1.225 -2.402  0.42
7 O -0.694 0.903 -1.968  -0.48
8 N 0.820 -0.077 -0.617  -0.53
9 H -1.891 0.964 0.512  0.29

---

d | ORCA calculation (the ωB97M-V functional and the def2-TZVPD basis) on a structure of composition C2H2N2O3.

Summary:
- Multiplicity: 1
- Total charge: 0

Each line ends with the Mulliken charge.
Element x y z (Å)
1 N -1.384 -0.409 0.481  -0.34
2 C 0.672 -0.734 0.007  0.53
3 H 2.117 -1.921 0.422  0.38
4 H -0.999 2.579 -0.452  0.37
5 O 1.947 -1.061 -0.050  -0.50
6 O -1.615 1.690 -0.403  -0.50
7 N -0.342 -1.361 0.417  -0.32
8 C -0.852 0.612 -0.070  0.64
9 O 0.456 0.606 -0.352  -0.26

---

On energetic grounds, d is preferred over the next structure by 0.073 eV.

---

a | ORCA calculation (the ωB97M-V functional and the def2-TZVPD basis) on a structure of composition C4H9N.

Summary:
- Multiplicity: 2
- Total charge: -1

Each line ends with the Mulliken spin population.
Element x y z (Å)
1 H -1.440 2.642 0.058  0.01
2 H 2.021 0.085 0.653  -0.07
3 N 1.596 -0.618 -0.027  0.42
4 H 0.335 2.714 0.446  0.02
5 H -0.114 -2.393 0.732  0.04
6 H 0.894 -0.118 -0.824  0.22
7 C 0.168 -0.556 0.054  0.70
8 H -0.103 1.846 -1.041  -0.03
9 H 0.601 -2.375 -1.000  0.01
10 H -1.190 -2.064 -0.641  0.02
11 C -0.702 0.558 0.569  0.05
12 H -1.482 0.359 1.242  0.01
13 C -0.452 1.895 0.041  -0.11
14 C -0.133 -1.974 -0.263  -0.29

---

b | ORCA calculation (the ωB97M-V functional and the def2-TZVPD basis) on the ion C4H9N with charge -1.

Summary:
- Multiplicity: 2
- Total charge: -1

Each line ends with the Mulliken spin population.
Element x y z (Å)
1 H -0.711 -1.894 0.848  0.05
2 H 1.225 1.798 -1.210  -0.03
3 C -1.142 0.037 0.550  -0.14
4 H -0.435 0.129 -1.614  -0.01
5 H 0.848 1.862 0.523  0.03
6 N -1.555 -1.424 0.517  -0.03
7 H 2.859 -0.013 0.336  0.04
8 C 1.048 1.173 -0.311  -0.02
9 C -0.247 0.432 -0.580  0.79
10 H -2.100 0.534 0.697  0.03
11 C 1.902 -0.033 -0.222  0.32
12 H 1.785 -0.816 -0.959  -0.04
13 H -0.482 0.171 1.419  0.01
14 H -1.569 -1.693 -0.462  0.00

---

c | ORCA calculation (the ωB97M-V functional and the def2-TZVPD basis) on a cluster of 2 separate species, C4H9N in total.

Summary:
- Multiplicity: 2
- Total charge: -1

Each line ends with the Mulliken spin population.
Element x y z (Å)
1 H -4.014 1.292 -0.859  -0.03
2 C 2.023 -0.586 1.441  0.55
3 H 1.230 -0.497 -1.560  -0.26
4 H 1.900 -1.652 1.292  -0.33
5 H 2.178 -0.210 2.445  -0.12
6 H 1.916 1.277 0.516  -0.15
7 H 2.668 -1.325 -0.992  -0.12
8 H 2.791 0.323 -1.604  -0.07
9 C 2.172 -0.355 -1.015  0.85
10 C 2.084 0.217 0.372  -0.05
11 N -3.121 1.089 -0.405  -0.06
12 H -3.843 -0.916 -0.371  -0.70
13 H -2.127 -0.553 0.261  -0.26
14 C -3.056 -0.187 -0.178  1.77

---

On energetic grounds, c is preferred over the next structure by 0.738 eV.

---

a | ORCA calculation (the ωB97M-V functional and the def2-TZVPD basis) on a structure of composition C3H5ClOS.

Summary:
- Multiplicity: 1
- Total charge: 0

Each line ends with the Mulliken charge.
Element x y z (Å)
1 C 1.002 -1.063 0.066  -0.36
2 Cl -2.273 -1.145 -0.145  -0.21
3 H 0.501 -1.918 0.135  0.37
4 H 1.937 1.224 1.001  0.28
5 C -1.239 0.347 -0.427  -0.52
6 C 0.026 0.237 0.277  0.27
7 H -1.773 1.192 -0.065  0.35
8 O 0.674 1.382 -0.254  -0.56
9 H -0.284 0.029 1.413  0.21
10 H -1.135 0.778 -1.702  0.29
11 S 2.564 -1.063 -0.300  -0.13

---

b | ORCA calculation (the ωB97M-V functional and the def2-TZVPD basis) on an isolated molecule of C3H5ClOS.

Summary:
- Multiplicity: 1
- Total charge: 0

Each line ends with the Mulliken charge.
Element x y z (Å)
1 H 1.973 0.710 -0.137  0.41
2 H -0.225 1.473 0.164  0.28
3 H -0.701 -0.545 -2.099  0.18
4 C 1.201 0.197 -0.659  -0.03
5 O 1.369 -0.789 -1.359  -0.46
6 S -1.435 0.431 -1.461  -0.22
7 C -0.534 -0.378 1.047  -0.48
8 H -0.203 -1.412 0.893  0.30
9 C -0.239 0.480 -0.181  -0.15
10 Cl 0.350 0.242 2.494  -0.20
11 H -1.556 -0.410 1.297  0.38

---

On energetic grounds, b is preferred over the next structure by 6.007 eV.